Density functional theory data (ωB97M-V/def2-TZVPD) for 2 unconnected molecules or ions with the total composition C5H10O.

The total energy comes out at -271.63123 hartree. As for the LUMO energy: 1.06 eV. Its charge is 0. The energy above the lowest of the compared OMol25 structures with the same formula, charge and spin is 76.2 kcal per mole. The calculation puts the HOMO energy at -9.50 eV. As for the SMILES: CC1C=C1.CO. As for the frontier orbital gap: 10.56 eV.

XYZ file:
```
16
C5H10O | OMol25 | ωB97M-V/def2-TZVPD
C -0.86477 1.45201 -0.20716
C -0.40476 1.12088 1.20522
C 1.02250 0.78834 1.52377
C 0.19683 -0.20602 1.57915
H -1.91324 1.16690 -0.36765
H -0.79349 2.52921 -0.39915
H -0.24804 0.94880 -0.96123
H -0.99329 1.64547 1.96645
H 2.02792 1.16776 1.62504
H 0.01099 -1.25852 1.72682
C 0.63443 -1.60235 -1.45838
O -0.46443 -1.98265 -0.65599
H 0.32470 -1.30961 -2.47182
H 1.29074 -2.47165 -1.53579
H 1.20957 -0.77843 -1.01278
H -1.03569 -1.21015 -0.55651
```